Record 1
This record from OMol25 describes an isolated molecule of C14H12O2S3 in a non-equilibrium geometry. The level of theory is the ωB97M-V functional and the def2-TZVPD basis.

The geometry in XYZ format:
```
31
Properties=species:S:1:pos:R:3:lowdin_charge:R:1
O 3.9524 -6.0257 0.1965 -0.07
O -2.7705 4.1611 -3.5749 -0.08
S 0.2844 0.4141 -0.2274 1.08
S -3.2848 2.8147 1.0714 1.02
S 1.7241 -3.2666 1.8997 1.06
C -3.6328 4.0303 -0.1372 -0.35
C -0.2918 -0.6510 2.0432 -0.12
C 2.4320 -1.9478 -0.1911 -0.14
C -1.2864 0.3799 1.8057 -0.12
C -1.8648 2.7903 -1.0792 -0.07
C 3.2745 -3.1333 -0.1911 -0.09
C 0.5930 -0.7723 1.0158 -0.53
C 1.5900 -1.8533 0.8582 -0.54
C -1.1052 1.0815 0.6400 -0.51
C -1.9363 2.1770 0.1386 -0.52
C 3.0534 -3.9078 0.9167 -0.51
C -2.8062 3.9198 -1.2252 -0.31
C 3.8511 -5.1122 1.2813 -0.28
C -2.7930 4.8964 -2.3494 -0.22
H 3.1171 -6.0136 -0.3128 0.10
H -3.3214 3.3575 -3.4345 0.10
H -4.4377 4.7876 0.0095 0.09
H -0.2831 -1.2967 2.9202 0.11
H 2.4509 -1.1501 -0.9433 0.10
H -2.1067 0.6064 2.4947 0.10
H -1.1458 2.4593 -1.7845 0.10
H 3.9824 -3.3869 -0.9506 0.11
H 3.4518 -5.6441 2.1735 0.12
H 4.8791 -4.8199 1.5626 0.13
H -1.9161 5.5556 -2.2520 0.13
H -3.6535 5.5497 -2.3744 0.11
```

Summary:
Kohn-Sham gap ... 7.62 eV
2S+1 ... 1
Calculated total energy ... -51312.21569 eV
Total charge ... 0
SMILES ... OCc1csc(-c2ccc(-c3ccc(CO)s3)s2)c1
Strongest force on any atom ... 0.036 Eh/bohr

Record 2
This record from OMol25 describes a structure of composition C19H41NOP2PdSi in a non-equilibrium geometry. The level of theory is the ωB97M-V functional and the def2-TZVPD basis.

The geometry in XYZ format:
```
66
Properties=species:S:1:pos:R:3:lowdin_charge:R:1
Pd 0.0393 0.0382 -0.1556 0.39
P 2.1907 -0.6720 -0.8421 0.73
P -2.3101 -0.1696 -0.3867 0.73
N -0.1677 0.1015 -2.1646 -0.01
H 0.9241 1.0522 0.8025 -0.08
C 2.1225 -2.0848 -1.9710 -0.26
H 3.1348 -2.4907 -2.1138 0.05
H 1.7150 -1.7455 -2.9326 0.04
H 1.4679 -2.8604 -1.5491 0.02
C 3.4062 -1.1269 0.4414 -0.28
H 4.3573 -1.4088 -0.0345 0.04
H 3.0365 -1.9762 1.0331 0.03
H 3.5892 -0.2779 1.1179 0.04
C 3.0249 0.6928 -1.7213 -0.24
H 4.1103 0.5553 -1.6526 0.04
H 2.7456 1.6570 -1.2700 0.04
H 2.7340 0.6892 -2.7784 0.05
C -2.6503 -1.5058 -1.5586 -0.26
H -3.7282 -1.5308 -1.7812 0.06
H -2.3462 -2.4503 -1.0896 0.02
H -2.0574 -1.3129 -2.4650 0.03
C -3.3529 -0.4991 1.0607 -0.27
H -4.4106 -0.4627 0.7477 0.05
H -3.1755 0.2480 1.8439 0.02
H -3.1207 -1.5026 1.4424 0.02
C -3.0604 1.3269 -1.1208 -0.25
H -4.1429 1.3436 -0.9137 0.05
H -2.8852 1.3279 -2.2042 0.05
H -2.5918 2.2191 -0.6835 0.03
C -0.1468 1.0659 -3.0707 -0.46
C -0.1064 1.5818 -5.4634 -0.18
C -0.1637 0.6513 -4.4450 -0.12
C -0.0910 2.4651 -2.7814 -0.13
C -0.0434 3.3816 -3.8178 -0.18
C -0.0399 2.9571 -5.1537 -0.12
H -0.1060 1.2499 -6.4987 0.07
H -0.2042 -0.4311 -4.6191 0.08
H -0.0700 2.7455 -1.7310 0.07
H -0.0033 4.4407 -3.5778 0.07
H 0.0158 3.6903 -5.9610 0.10
C -0.9061 -3.6165 1.5855 -0.47
O -1.9773 -3.4388 1.0108 0.02
C 0.2505 -4.3027 0.8956 -0.02
H 0.3576 -5.3192 1.3120 0.10
H 1.1722 -3.7468 1.1010 0.06
H 0.0816 -4.3541 -0.1855 0.08
C -0.6879 -3.2311 3.0310 -0.01
H -1.1334 -3.9947 3.6911 0.10
H -1.1670 -2.2727 3.2360 0.07
H 0.3779 -3.1576 3.2529 0.07
C -1.2990 1.0806 3.6894 -0.19
Si 0.3866 1.6442 3.0906 0.46
C 0.9737 3.2538 3.8467 -0.19
C 1.5749 0.2201 3.4671 -0.19
C 0.3401 1.9365 1.2250 -0.26
H -1.3220 0.9591 4.7807 0.04
H -1.5720 0.1129 3.2452 0.00
H -2.0731 1.8113 3.4177 0.04
H 1.1182 3.2068 4.9321 0.03
H 1.9290 3.5440 3.3845 0.03
H 0.2467 4.0490 3.6315 0.04
H 1.3193 -0.6801 2.8898 0.00
H 2.6158 0.4837 3.2322 0.02
H 1.5438 -0.0570 4.5293 0.03
H -0.6733 2.0480 0.8075 0.00
H 0.8836 2.8484 0.9191 0.05
```

Summary:
Kohn-Sham gap (alpha / beta) ... 3.01 / 6.65 eV
<S²> ... 6.039
2S+1 ... 5
Calculated total energy ... -53836.35286 eV
Total charge ... 0
Strongest force on any atom ... 0.056 Eh/bohr